No. 1
Here is a single C3H7NO molecule from the Open Molecules 2025 dataset. Energies are from ωB97M-V/def2-TZVPD.

For the HOMO-LUMO gap, the calculation gives 10.7 eV. Its highest occupied orbital energy is -0.358 Ha. Its structure (SMILES) is NCCC=O.

```
! wB97M-V def2-TZVPD RIJCOSX def2/J DEFGRID3
* xyz 0 1
C -0.181 -0.077 0.788
C 0.530 0.291 -0.535
C -0.233 1.230 -1.387
O 0.278 2.222 -1.845
N -0.385 -1.554 0.884
H 0.445 0.193 1.640
H -1.153 0.400 0.894
H 1.489 0.766 -0.344
H 0.619 -0.696 -0.995
H -1.227 0.930 -1.750
H -0.724 -1.753 1.818
H 0.543 -1.953 0.832
*
```


No. 2
Here is a molecular structure, C29H39AsN2SeSi2V from the Open Molecules 2025 dataset. Energies are from ωB97M-V/def2-TZVPD.

For the HOMO-LUMO gap (alpha / beta), the calculation gives 6.7 / 6.5 eV. Its highest occupied orbital energy (alpha / beta) is -0.158 / -0.161 Ha.

```
! wB97M-V def2-TZVPD RIJCOSX def2/J DEFGRID3
* xyz -1 3
V 0.398 0.624 -0.479
C -0.961 2.564 2.961
C 0.177 2.655 3.770
C 1.348 2.095 3.300
C 1.377 1.465 2.058
N 0.246 1.324 1.304
C -0.879 1.882 1.769
C 2.554 0.937 1.408
C 3.843 0.954 1.949
C 4.909 0.484 1.214
C 4.698 -0.010 -0.066
C 3.413 -0.052 -0.588
C 2.313 0.417 0.121
H -1.893 3.019 3.261
H 0.138 3.146 4.731
H 2.249 2.159 3.890
H -1.751 1.782 1.134
H 4.015 1.336 2.945
H 5.905 0.502 1.635
H 5.538 -0.356 -0.658
H 3.280 -0.466 -1.584
C -3.720 -2.775 1.603
Si -2.727 -1.117 1.552
C -2.500 -0.678 3.418
C -4.129 0.076 0.942
As -0.858 -1.432 0.119
Si 0.541 -2.493 1.680
C -0.221 -4.132 2.359
C 2.135 -3.023 0.757
C 1.141 -1.605 3.285
H -4.696 -2.644 2.066
H -3.186 -3.538 2.160
H -3.874 -3.146 0.592
H -3.457 -0.553 3.918
H -1.937 0.242 3.540
H -1.961 -1.473 3.925
H -5.016 -0.029 1.563
H -4.418 -0.170 -0.075
H -3.843 1.123 0.963
H -0.795 -4.631 1.583
H -0.890 -3.930 3.189
H 0.544 -4.819 2.715
H 2.034 -3.998 0.290
H 2.989 -3.056 1.426
H 2.356 -2.302 -0.026
H 0.387 -0.931 3.677
H 2.035 -1.016 3.093
H 1.384 -2.326 4.065
C 1.631 3.748 -0.417
C 0.257 3.541 -0.970
C -0.584 4.468 -1.540
C -1.728 3.763 -1.975
C -1.520 2.441 -1.649
C -2.369 1.256 -1.985
N -0.314 2.310 -1.032
H 2.024 4.699 -0.772
H 2.295 2.946 -0.757
H 1.631 3.755 0.679
H -0.403 5.522 -1.656
H -2.580 4.185 -2.482
H -3.363 1.594 -2.276
H -2.454 0.556 -1.144
H -1.935 0.710 -2.832
Se 0.976 -0.053 -2.864
C 0.319 -0.867 -4.467
C 0.063 -2.235 -4.524
C -0.181 -2.852 -5.737
C -0.191 -2.116 -6.912
C 0.025 -0.748 -6.858
C 0.275 -0.129 -5.649
H 0.084 -2.814 -3.609
H -0.334 -3.924 -5.772
H -0.352 -2.605 -7.865
H 0.030 -0.170 -7.776
H 0.465 0.936 -5.612
*
```


No. 3
Here is a molecular structure, C27H19BrN5O2Pb from the Open Molecules 2025 dataset. Energies are from ωB97M-V/def2-TZVPD.

For the HOMO-LUMO gap, the calculation gives 2.4 eV. Its highest occupied orbital energy is -0.534 Ha.

```
! wB97M-V def2-TZVPD RIJCOSX def2/J DEFGRID3
* xyz 3 1
Pb 3.038 -0.382 -0.859
O 7.427 1.526 0.022
C 6.588 0.767 -0.009
O 5.702 0.023 -0.048
C 4.460 2.869 -0.126
C 5.029 4.102 -0.072
C 4.016 5.057 -0.085
C 2.650 4.721 -0.120
C 1.619 5.691 -0.110
C 0.304 5.309 -0.127
C -0.049 3.953 -0.141
C 0.917 2.974 -0.151
C 2.260 3.341 -0.150
N 3.295 2.434 -0.166
H 6.075 4.344 -0.025
H 4.316 6.097 -0.059
H 1.884 6.736 -0.081
H -0.477 6.054 -0.124
H -1.090 3.670 -0.140
H 0.648 1.933 -0.142
N -4.259 -0.891 1.316
C -5.542 -1.095 0.901
C -6.764 -1.147 1.560
C -7.896 -1.380 0.787
C -7.829 -1.509 -0.606
C -6.624 -1.448 -1.280
C -5.465 -1.213 -0.521
N -4.187 -1.068 -0.901
C -3.468 -0.892 0.198
C -2.049 -0.720 0.126
C -1.192 -0.528 1.222
C 0.160 -0.395 1.008
N 0.721 -0.434 -0.213
C -0.098 -0.610 -1.273
C -1.453 -0.754 -1.151
H -3.971 -0.794 2.276
H -6.834 -0.968 2.622
H -8.855 -1.457 1.278
H -8.745 -1.665 -1.156
H -6.556 -1.614 -2.344
H -1.565 -0.490 2.232
H 0.837 -0.258 1.836
H 0.375 -0.646 -2.246
H -2.085 -0.901 -2.011
Br 3.204 -7.390 -0.136
C 3.184 -5.518 -0.058
C 1.975 -4.815 -0.006
C 1.990 -3.444 -0.079
N 3.119 -2.720 -0.190
C 4.285 -3.392 -0.151
C 4.363 -4.764 -0.078
H 1.042 -5.349 0.065
H 1.061 -2.898 -0.062
H 5.186 -2.800 -0.189
H 5.323 -5.253 -0.066
*
```


No. 4
Here is a molecular structure, C50H89CrN12O from the Open Molecules 2025 dataset. Energies are from ωB97M-V/def2-TZVPD.

For the HOMO-LUMO gap (alpha / beta), the calculation gives 8.2 / 8.7 eV. Its highest occupied orbital energy (alpha / beta) is -0.355 / -0.373 Ha.

```
! wB97M-V def2-TZVPD RIJCOSX def2/J DEFGRID3
* xyz 1 5
Cr -1.413 -2.277 1.451
C 0.195 0.537 -0.514
C -0.935 -0.487 -0.795
O -1.800 -0.776 0.273
H 1.029 0.485 -1.171
H 0.585 0.458 0.512
H -0.250 1.484 -0.609
H -0.404 -1.421 -0.984
H -1.507 -0.100 -1.676
C -3.491 -6.475 -0.209
C -2.935 -6.218 -1.627
C -1.469 -5.661 -1.727
C -1.292 -4.599 -0.729
N -1.142 -3.655 -0.127
H -4.471 -6.939 -0.257
H -3.604 -5.610 0.472
H -2.911 -7.236 0.333
H -3.574 -5.471 -2.176
H -3.017 -7.085 -2.318
H -1.407 -5.203 -2.720
H -0.711 -6.439 -1.635
C -3.271 -0.005 6.591
C -1.908 0.565 6.277
C -1.825 0.939 4.818
C -1.754 -0.153 3.835
N -1.520 -0.798 2.913
H -3.415 -0.869 5.990
H -4.020 0.694 6.312
H -3.359 -0.178 7.670
H -1.062 -0.114 6.495
H -1.721 1.466 6.831
H -0.917 1.526 4.612
H -2.761 1.436 4.583
C -1.992 4.062 -5.146
C -1.448 4.351 -3.735
C -0.277 3.429 -3.319
C 0.840 3.679 -4.227
N 1.716 3.848 -4.927
H -2.661 3.198 -5.245
H -1.134 3.867 -5.854
H -2.427 4.935 -5.560
H -2.222 4.207 -2.988
H -1.139 5.384 -3.612
H -0.586 2.390 -3.396
H 0.021 3.634 -2.262
C 4.105 6.054 -1.236
C 4.572 4.736 -1.943
C 4.987 3.727 -0.911
C 3.915 3.450 0.098
N 3.129 3.166 0.907
H 3.689 6.764 -2.023
H 4.795 6.588 -0.625
H 3.183 5.784 -0.682
H 5.337 5.000 -2.646
H 3.739 4.372 -2.479
H 5.874 4.010 -0.391
H 5.255 2.778 -1.362
C 3.845 0.598 3.376
C 4.296 1.814 4.199
C 3.128 2.830 4.433
C 1.933 2.295 5.108
N 0.992 1.812 5.591
H 3.659 0.937 2.369
H 3.045 0.165 3.916
H 4.711 -0.116 3.390
H 5.113 2.268 3.619
H 4.649 1.476 5.173
H 2.792 3.159 3.433
H 3.425 3.750 4.864
C 6.561 1.004 -4.291
C 5.328 1.022 -5.151
C 4.178 1.751 -4.448
C 3.703 1.082 -3.231
N 3.276 0.484 -2.325
H 7.415 0.474 -4.709
H 6.318 0.557 -3.322
H 6.947 2.040 -4.103
H 5.134 -0.054 -5.364
H 5.480 1.504 -6.096
H 3.236 1.765 -5.140
H 4.353 2.807 -4.270
C -1.769 -4.135 6.493
C -1.229 -5.410 5.820
C 0.005 -5.188 4.927
C -0.389 -4.418 3.722
N -0.835 -3.767 2.918
H -1.043 -3.799 7.274
H -2.718 -4.347 6.998
H -1.781 -3.328 5.747
H -1.961 -5.918 5.120
H -0.938 -6.179 6.530
H 0.344 -6.145 4.541
H 0.845 -4.620 5.418
C -5.718 -2.599 -1.894
C -4.695 -1.421 -2.032
C -4.007 -1.418 -3.387
C -3.030 -2.496 -3.707
N -2.207 -3.235 -4.029
H -6.221 -2.592 -0.922
H -5.129 -3.526 -1.883
H -6.382 -2.637 -2.755
H -3.957 -1.594 -1.265
H -5.090 -0.418 -1.899
H -3.427 -0.511 -3.517
H -4.688 -1.383 -4.212
C 3.336 -3.971 -0.427
C 2.944 -2.631 -1.078
C 3.073 -1.504 0.011
C 2.028 -1.694 1.095
N 1.286 -1.750 1.966
H 4.367 -4.006 0.050
H 3.326 -4.740 -1.229
H 2.673 -4.186 0.430
H 1.946 -2.663 -1.442
H 3.542 -2.383 -1.969
H 2.872 -0.519 -0.398
H 4.030 -1.528 0.489
C -4.623 1.130 1.466
C -5.856 0.280 1.443
C -5.835 -0.921 2.438
C -4.860 -1.894 2.090
N -4.078 -2.630 1.665
H -4.718 1.991 0.832
H -3.763 0.597 1.056
H -4.336 1.355 2.504
H -6.053 -0.063 0.436
H -6.747 0.842 1.731
H -6.851 -1.252 2.510
H -5.609 -0.632 3.456
C 0.148 -0.700 -4.338
C 0.242 -1.217 -5.782
C 1.008 -2.502 -5.887
C 2.459 -2.395 -5.383
N 3.446 -2.441 -4.847
H -0.723 -0.048 -4.096
H 0.984 -0.117 -4.063
H 0.049 -1.473 -3.564
H 0.622 -0.453 -6.465
H -0.786 -1.322 -6.150
H 0.859 -2.912 -6.904
H 0.545 -3.228 -5.234
C -0.076 6.535 2.482
C 0.950 5.442 2.188
C 0.412 4.005 2.176
C -0.720 3.856 1.257
N -1.569 3.693 0.482
H -0.592 6.346 3.415
H -0.843 6.633 1.690
H 0.462 7.482 2.535
H 1.722 5.445 2.953
H 1.393 5.589 1.196
H 0.020 3.661 3.181
H 1.180 3.324 1.872
*
```


Let's list electronic energy in order: -6761.28085; -201317.99728; -115115.53457; -101637.18192 eV.